(1)
A 2-piece molecular cluster, C2H7S2 overall in a non-equilibrium geometry. Source: the Open Molecules 2025 dataset; level of theory: wB97M-V/def2-TZVPD.

Values from the calculation:
Kohn-Sham gap   6.4 eV
Lowest unoccupied orbital energy   3.6035 eV
Total charge   -1
Highest occupied orbital energy   -2.845 eV
ΔE to the lowest compared entry with this formula, charge and spin   22.5 kcal/mol

Last column: natural (NBO) charge in e.
Atoms and positions in Å:
S: 2.35 -0.24 -2.13  -0.998
H: 2.56 -0.87 -3.18  0.076
C: -0.44 0.84 1.38  -0.641
C: -0.85 -0.47 0.61  -0.470
S: -1.20 0.03 -1.28  -0.217
H: 0.41 1.31 0.70  0.245
H: -1.35 1.37 1.57  0.201
H: 0.07 0.51 2.31  0.191
H: -1.68 -1.18 0.96  0.199
H: 0.02 -1.17 0.57  0.217
H: 0.10 -0.14 -1.51  0.195

***

(2)
A 2-piece molecular cluster, CH7N4 overall in a non-equilibrium geometry. Source: the Open Molecules 2025 dataset; level of theory: wB97M-V/def2-TZVPD.

Values from the calculation:
Kohn-Sham gap   10.2 eV
Lowest unoccupied orbital energy   -4.8164 eV
Total charge   +1
Highest occupied orbital energy   -15.002 eV
ΔE to the lowest compared entry with this formula, charge and spin   53.3 kcal/mol

Last column: natural (NBO) charge in e.
Atoms and positions in Å:
C: 0.31 -0.91 2.10  0.059
N: -0.89 -0.63 -1.68  -0.259
N: -0.68 0.56 -1.83  0.069
N: -0.12 1.32 -0.99  -0.564
N: 0.77 -0.50 1.01  -0.725
H: -0.69 -0.71 2.47  0.184
H: 0.87 -1.57 2.66  0.171
H: 0.31 1.00 -0.08  0.455
H: -0.05 2.26 -0.98  0.416
H: -1.21 0.92 -2.67  0.450
H: 1.74 -0.73 0.88  0.371
H: -0.37 -1.02 -0.88  0.373

***

(3)
A 3-piece molecular cluster, C24H48BN2O2 overall in a non-equilibrium geometry. Source: the Open Molecules 2025 dataset; level of theory: wB97M-V/def2-TZVPD.

Values from the calculation:
Kohn-Sham gap   7.3 eV
Lowest unoccupied orbital energy   2.6952 eV
Total charge   -1
Highest occupied orbital energy   -4.647 eV

Last column: Löwdin charge in e.
Atoms and positions in Å:
C: -0.51 -0.50 0.12  -0.040
C: -0.56 -0.29 -1.38  -0.225
C: -1.74 -0.65 -2.03  -0.086
C: -1.87 -0.51 -3.41  -0.127
C: -0.81 0.02 -4.14  -0.112
C: 0.35 0.39 -3.49  -0.048
C: 0.53 0.24 -2.10  -0.206
C: 1.81 0.66 -1.46  -0.169
B: 1.84 2.27 -1.02  -0.467
C: 2.80 3.17 -2.03  -0.217
C: 2.07 3.97 -3.10  -0.240
C: 1.39 5.26 -2.62  -0.116
C: 0.09 5.06 -1.93  -0.574
O: -0.14 5.43 -0.81  0.088
O: -0.86 4.47 -2.68  0.091
H: 0.35 -0.02 0.56  0.052
H: -0.47 -1.57 0.35  0.071
H: -1.38 -0.07 0.60  0.076
H: -2.58 -1.06 -1.48  0.096
H: -2.78 -0.81 -3.90  0.082
H: -0.90 0.13 -5.21  0.086
H: 1.18 0.79 -4.06  0.106
H: 2.62 0.42 -2.15  0.082
H: 1.97 0.05 -0.58  0.062
H: 0.70 2.72 -0.93  0.060
H: 2.32 2.33 0.12  0.039
H: 3.42 3.86 -1.44  0.070
H: 3.50 2.51 -2.55  0.070
H: 1.36 3.33 -3.63  0.095
H: 2.79 4.29 -3.87  0.092
H: 1.22 5.88 -3.50  0.117
H: 2.06 5.80 -1.96  0.118
H: -1.45 4.06 -2.04  0.121
C: -2.40 2.13 5.57  -0.100
C: -1.75 3.04 4.53  -0.283
N: -0.31 3.15 4.69  -0.203
C: 0.27 4.21 3.87  -0.249
C: 0.20 4.07 2.35  -0.077
C: 0.42 1.90 4.71  -0.252
C: 0.29 0.98 3.49  -0.083
H: -2.16 2.47 6.58  0.074
H: -3.48 2.16 5.45  0.067
H: -2.08 1.10 5.47  0.061
H: -2.17 4.04 4.64  0.115
H: -2.04 2.68 3.53  0.102
H: 1.32 4.33 4.17  0.108
H: -0.22 5.14 4.16  0.103
H: 0.91 3.34 1.96  0.046
H: 0.45 5.02 1.88  0.067
H: -0.80 3.80 2.01  0.070
H: 0.11 1.34 5.60  0.094
H: 1.47 2.13 4.88  0.112
H: -0.74 0.89 3.14  0.062
H: 0.63 -0.03 3.75  0.072
H: 0.91 1.32 2.66  0.056
C: -2.44 -4.25 -1.36  -0.091
C: -0.93 -4.37 -1.47  -0.267
N: -0.32 -5.01 -0.32  -0.197
C: 1.13 -4.87 -0.30  -0.246
C: 1.94 -5.54 -1.42  -0.086
C: -0.84 -6.32 0.02  -0.253
C: -0.78 -7.43 -1.05  -0.087
H: -2.72 -3.72 -0.45  0.078
H: -2.82 -3.68 -2.21  0.067
H: -2.94 -5.22 -1.37  0.061
H: -0.52 -3.36 -1.55  0.108
H: -0.69 -4.88 -2.42  0.103
H: 1.49 -5.23 0.67  0.110
H: 1.35 -3.80 -0.32  0.110
H: 2.01 -6.62 -1.29  0.051
H: 2.96 -5.16 -1.41  0.070
H: 1.52 -5.34 -2.41  0.066
H: -1.88 -6.20 0.32  0.098
H: -0.33 -6.66 0.92  0.111
H: -1.08 -7.06 -2.03  0.065
H: -1.46 -8.24 -0.77  0.066
H: 0.21 -7.86 -1.13  0.051

***

(4)
C5H14BeN2SSe4Te as an isolated structure in a non-equilibrium geometry. Source: the Open Molecules 2025 dataset; level of theory: wB97M-V/def2-TZVPD.

Values from the calculation:
Kohn-Sham gap   7.0 eV
Lowest unoccupied orbital energy   0.0631 eV
Total charge   0
Highest occupied orbital energy   -6.978 eV

Last column: natural (NBO) charge in e.
Atoms and positions in Å:
Be: 1.71 0.35 -0.84  1.180
Se: 0.67 -1.42 -1.74  -0.714
Se: 2.67 -2.57 -2.07  -0.052
Se: 3.88 -0.87 -3.01  -0.020
Se: 3.84 0.65 -1.24  -0.654
C: 0.21 3.80 -2.42  -0.883
Te: 0.23 2.35 -0.82  0.480
C: -1.46 1.27 -1.57  -0.867
H: -0.76 4.28 -2.47  0.225
H: 0.44 3.32 -3.37  0.233
H: 0.98 4.54 -2.19  0.234
H: -1.27 1.05 -2.62  0.243
H: -2.37 1.85 -1.46  0.223
H: -1.53 0.33 -1.03  0.231
C: -0.04 -3.38 1.78  -0.437
N: 0.70 -2.15 1.58  -0.551
C: 0.21 -0.93 1.73  0.385
S: 1.22 0.42 1.40  -0.397
N: -1.05 -0.79 2.17  -0.581
C: -1.77 0.46 2.30  -0.418
H: 0.66 -4.21 1.76  0.236
H: -0.78 -3.52 0.99  0.212
H: -0.53 -3.38 2.75  0.198
H: 1.61 -2.20 1.14  0.441
H: -1.61 -1.62 2.22  0.400
H: -1.07 1.28 2.40  0.245
H: -2.39 0.42 3.20  0.210
H: -2.41 0.65 1.43  0.201

***

(5)
A 2-piece molecular cluster, C6H14N2O2 overall in a non-equilibrium geometry. Source: the Open Molecules 2025 dataset; level of theory: wB97M-V/def2-TZVPD.

Values from the calculation:
Kohn-Sham gap   10.0 eV
Lowest unoccupied orbital energy   0.6092 eV
Total charge   0
Highest occupied orbital energy   -9.344 eV
SMILES   CNC(C)=O.CNC(C)=O
ΔE to the lowest compared entry with this formula, charge and spin   46.2 kcal/mol

Last column: natural (NBO) charge in e.
Atoms and positions in Å:
C: 0.97 3.08 0.18  -0.727
C: -1.38 0.74 2.02  -0.448
C: -0.03 2.04 0.44  0.679
O: -0.49 1.37 -0.43  -0.626
N: -0.37 1.77 1.76  -0.624
H: 0.99 3.55 -0.74  0.246
H: -0.05 2.32 2.46  0.389
H: -0.83 -0.23 2.18  0.194
H: 0.97 3.98 0.76  0.225
H: 1.95 2.72 0.28  0.239
H: -2.06 0.92 2.88  0.215
H: -2.02 0.49 1.06  0.244
C: 1.79 -2.52 -0.33  -0.430
C: -1.52 -1.29 -1.69  -0.737
C: -0.07 -1.81 -1.65  0.681
O: 0.42 -2.51 -2.55  -0.601
N: 0.51 -1.83 -0.36  -0.653
H: 0.48 -0.94 0.12  0.393
H: 1.64 -3.62 -0.60  0.219
H: -1.74 -0.20 -1.57  0.263
H: 2.57 -2.05 -1.15  0.193
H: 2.25 -2.55 0.69  0.200
H: -1.87 -1.42 -2.76  0.232
H: -2.11 -2.01 -1.00  0.235

***

(6)
A 2-piece molecular cluster, C10H23N5 overall in a non-equilibrium geometry. Source: the Open Molecules 2025 dataset; level of theory: wB97M-V/def2-TZVPD.

Values from the calculation:
Kohn-Sham gap   8.8 eV
Lowest unoccupied orbital energy   -6.0112 eV
Total charge   +2
Highest occupied orbital energy   -14.812 eV
ΔE to the lowest compared entry with this formula, charge and spin   103.4 kcal/mol

Last column: natural (NBO) charge in e.
Atoms and positions in Å:
C: 0.67 -2.55 0.67  -0.150
C: 2.25 1.55 0.72  -0.252
C: 1.57 0.73 -1.37  -0.242
C: -2.62 1.68 0.54  -0.203
C: -1.60 0.29 -1.17  -0.241
C: 3.01 0.28 1.22  -0.194
C: 2.24 -0.59 -0.99  -0.263
C: -3.33 0.52 1.23  -0.218
C: -3.00 -0.24 -1.10  -0.255
C: -0.14 1.61 0.26  0.409
N: -0.04 -3.56 0.31  -0.657
N: 1.04 1.18 -0.11  -0.380
N: -1.34 1.26 -0.12  -0.285
N: 3.51 -0.20 -0.13  -0.504
N: -3.25 -0.64 0.31  -0.632
H: 0.86 -2.59 1.74  0.128
H: 2.11 2.10 1.66  0.264
H: 2.84 2.21 0.14  0.222
H: 2.16 1.47 -1.73  0.213
H: 0.84 0.49 -2.07  0.245
H: -3.23 2.05 -0.21  0.223
H: -2.36 2.50 1.11  0.225
H: -0.94 -0.49 -1.11  0.208
H: -1.32 0.69 -2.06  0.209
H: 3.97 0.46 1.70  0.250
H: 2.51 -0.42 1.69  0.235
H: 1.64 -1.22 -0.41  0.275
H: 2.65 -1.06 -1.92  0.232
H: -2.84 0.32 2.14  0.203
H: -4.34 0.74 1.33  0.221
H: -3.60 0.43 -1.64  0.191
H: -3.25 -1.24 -1.53  0.244
H: 0.01 2.31 1.10  0.224
H: -0.51 -4.13 0.94  0.386
H: 3.95 0.42 -0.74  0.431
H: 3.97 -1.10 -0.03  0.447
H: -0.15 -3.87 -0.64  0.395
H: -3.94 -1.36 0.25  0.397

***

(7)
A 7-piece molecular cluster, C6H24O6 overall in a non-equilibrium geometry. Source: the Open Molecules 2025 dataset; level of theory: wB97M-V/def2-TZVPD.

Values from the calculation:
Kohn-Sham gap   10.3 eV
Lowest unoccupied orbital energy   0.2046 eV
Total charge   0
Highest occupied orbital energy   -10.065 eV
SMILES   C=C(CC)CC.O.O.O.O.O.O
ΔE to the lowest compared entry with this formula, charge and spin   45.4 kcal/mol

Last column: natural (NBO) charge in e.
Atoms and positions in Å:
C: -0.40 1.00 2.16  -0.615
C: -1.47 0.00 1.64  -0.493
C: -1.21 -0.40 0.22  0.038
C: -1.13 0.32 -0.89  -0.418
C: -1.04 -1.95 0.03  -0.440
C: -1.40 -2.47 -1.36  -0.634
H: 0.52 0.90 1.59  0.202
H: -0.23 0.71 3.21  0.211
H: -0.64 2.06 2.29  0.228
H: -1.52 -0.86 2.32  0.213
H: -2.40 0.56 1.70  0.254
H: -1.26 1.40 -0.92  0.158
H: -0.92 -0.08 -1.88  0.222
H: -1.63 -2.47 0.77  0.208
H: 0.03 -2.16 0.14  0.192
H: -0.55 -2.76 -2.00  0.223
H: -2.11 -1.87 -1.92  0.218
H: -1.82 -3.50 -1.33  0.219
H: 0.85 4.08 -1.16  0.496
H: -0.25 2.88 -0.92  0.487
O: 0.65 3.22 -0.77  -0.969
H: 2.93 -0.08 1.14  0.496
H: 2.87 1.33 1.55  0.461
O: 3.42 0.76 1.02  -0.962
H: -3.71 -0.19 0.73  0.484
H: -4.35 1.01 -0.23  0.489
O: -4.37 0.50 0.59  -0.966
H: 1.97 -2.07 0.77  0.482
H: 1.13 -1.33 1.78  0.482
O: 2.05 -1.51 1.56  -0.928
H: 2.77 -1.32 -2.32  0.452
H: 2.72 0.13 -2.82  0.505
O: 2.73 -0.81 -3.13  -0.972
H: 1.90 1.91 -1.43  0.485
H: 3.09 1.56 -0.61  0.501
O: 2.79 1.55 -1.55  -1.007

***

(8)
A 2-piece molecular cluster, C7H15O2 overall in a non-equilibrium geometry. Source: the Open Molecules 2025 dataset; level of theory: wB97M-V/def2-TZVPD.

Values from the calculation:
Kohn-Sham gap (spin up / spin down)   7.7 / 9.7 eV
Lowest unoccupied orbital energy (spin up / spin down)   0.9491 / -1.1014 eV
Total charge   0
Highest occupied orbital energy (spin up / spin down)   -6.716 / -10.810 eV
ΔE to the lowest compared entry with this formula, charge and spin   20.1 kcal/mol
2S+1   4

Last column: Löwdin spin population.
Atoms and positions in Å:
O: -2.25 0.05 0.70  1.034
O: -3.46 -0.05 1.06  1.020
C: 1.22 -2.97 -1.21  0.001
C: 1.63 -1.53 -0.95  0.005
C: 0.46 -0.75 -0.35  0.027
C: 0.73 0.72 -0.04  0.060
C: -0.51 1.36 0.54  0.574
C: -0.52 1.54 2.00  0.082
C: -1.31 2.20 -0.36  0.082
H: 2.03 -3.55 -1.64  0.000
H: 0.90 -3.45 -0.28  0.000
H: 0.36 -3.01 -1.89  0.000
H: 2.50 -1.49 -0.28  0.000
H: 1.97 -1.05 -1.88  0.000
H: -0.40 -0.84 -1.04  0.001
H: 0.13 -1.27 0.56  0.001
H: 1.58 0.79 0.67  0.008
H: 1.04 1.24 -0.97  0.008
H: -1.35 2.19 2.32  0.000
H: -0.62 0.58 2.54  0.023
H: 0.42 1.99 2.36  0.025
H: -2.06 2.78 0.18  0.000
H: -0.66 2.90 -0.92  0.025
H: -1.83 1.60 -1.13  0.023

***

(9)
C20H13F5N9O2S3TeTi as an isolated structure in a non-equilibrium geometry. Source: the Open Molecules 2025 dataset; level of theory: wB97M-V/def2-TZVPD.

Values from the calculation:
Kohn-Sham gap (spin up / spin down)   5.0 / 6.1 eV
Lowest unoccupied orbital energy (spin up / spin down)   1.0616 / 1.0902 eV
Total charge   -1
Highest occupied orbital energy (spin up / spin down)   -3.971 / -4.999 eV
ΔE to the lowest compared entry with this formula, charge and spin   11.5 kcal/mol
2S+1   3

Last column: Löwdin spin population.
Atoms and positions in Å:
Ti: -0.87 0.17 -1.32  0.598
S: 5.58 -3.69 -0.67  -0.004
N: 5.34 -2.09 -0.79  0.003
C: 4.03 -1.91 -0.89  -0.001
C: 3.37 -0.62 -1.02  0.014
C: 4.03 0.59 -1.11  0.012
C: 3.28 1.75 -1.30  0.021
C: 1.90 1.65 -1.37  0.010
N: 1.26 0.49 -1.26  0.027
C: 1.96 -0.65 -1.10  0.025
C: 1.21 -1.87 -1.08  0.071
N: -0.14 -1.75 -1.19  0.032
C: -0.89 -2.89 -1.21  0.058
C: -0.32 -4.13 -1.11  0.009
C: 1.07 -4.27 -0.99  0.080
C: 1.84 -3.13 -0.98  0.002
C: 3.29 -3.12 -0.87  0.000
N: 4.05 -4.20 -0.75  -0.009
H: 5.10 0.62 -1.06  0.000
H: 3.75 2.71 -1.38  0.001
H: 1.27 2.51 -1.53  0.000
H: -1.95 -2.73 -1.33  0.002
H: -0.97 -5.00 -1.15  -0.001
H: 1.54 -5.25 -0.92  0.005
S: -0.80 4.24 -2.38  0.479
C: -0.76 4.76 -0.74  0.038
C: -0.08 5.94 -0.30  0.011
N: 0.47 6.89 0.05  0.010
C: -1.44 3.93 0.09  0.019
S: -2.19 2.61 -0.76  0.427
C: -1.54 4.08 1.50  0.007
N: -1.63 4.15 2.65  0.003
F: -2.23 -1.08 -3.10  0.006
Te: -3.87 -0.17 -2.37  0.001
F: -4.20 -1.94 -1.76  0.000
F: -4.91 -0.86 -3.87  0.000
F: -5.35 0.20 -1.14  0.000
F: -0.78 1.03 -2.92  0.034
O: -2.51 -0.34 -0.79  -0.010
C: -1.84 -0.17 4.34  0.000
N: -1.03 0.15 3.19  0.001
C: -0.09 1.24 3.14  0.000
C: 0.22 1.30 1.65  0.003
O: 1.00 2.09 1.15  0.002
N: -0.52 0.34 0.99  0.010
C: -1.27 -0.26 1.92  0.003
N: -2.18 -1.19 1.65  0.001
H: -1.28 0.09 5.23  0.000
H: -2.04 -1.25 4.38  0.000
H: -2.79 0.37 4.34  0.000
H: 0.82 1.04 3.72  0.000
H: -0.53 2.19 3.45  0.000
H: -2.54 -1.14 0.68  0.000
H: -2.85 -1.41 2.36  0.000